Record 1
Below is a molecular structure, C39H30BrN11O5W, with properties calculated with ωB97M-V/def2-TZVPD.

Geometry as XYZ:
```
87
Properties=species:S:1:pos:R:3:nbo_charge:R:1
W -0.133 -1.152 0.481 1.946
O 4.020 -4.828 1.209 -0.646
C 2.980 -5.527 0.742 0.380
C 3.175 -6.895 0.543 -0.269
C 2.150 -7.681 0.069 -0.123
C 0.896 -7.133 -0.224 -0.250
C 0.692 -5.790 -0.038 -0.148
C 1.721 -4.960 0.446 -0.215
C 1.467 -3.548 0.627 0.567
O 0.257 -3.073 0.347 -0.730
N 2.383 -2.713 1.043 -0.447
N 1.882 -1.419 1.109 -0.388
C 2.704 -0.520 1.568 0.203
C 2.443 0.886 1.642 -0.233
C 3.427 1.732 2.184 -0.107
C 3.244 3.096 2.215 -0.229
C 2.076 3.649 1.691 -0.129
C 1.090 2.846 1.145 -0.215
C 1.270 1.470 1.124 0.327
O 0.332 0.687 0.563 -0.688
H 3.779 -3.890 1.306 0.507
H 4.147 -7.309 0.772 0.246
H 2.321 -8.739 -0.079 0.235
H 0.101 -7.761 -0.598 0.232
H -0.267 -5.346 -0.270 0.219
H 3.678 -0.874 1.893 0.229
H 4.339 1.295 2.572 0.231
H 4.007 3.738 2.632 0.245
H 1.937 4.722 1.698 0.245
H 0.188 3.274 0.729 0.223
O -1.014 -1.519 6.728 -0.599
C -0.894 -1.498 5.411 0.417
C -0.234 -2.476 4.662 -0.312
C -0.165 -2.324 3.303 0.095
N -0.703 -1.282 2.619 -0.594
C -1.367 -0.371 3.363 0.173
Br -2.259 1.055 2.509 0.148
C -1.476 -0.429 4.730 -0.312
H -0.601 -2.297 7.127 0.509
H 0.218 -3.341 5.126 0.253
H 0.348 -3.067 2.712 0.227
H -2.016 0.329 5.277 0.271
C 0.972 0.263 -4.914 -0.248
N 0.995 -0.497 -3.658 -0.130
C 0.056 -0.577 -2.724 0.229
N 0.593 -1.048 -1.600 -0.577
C 1.903 -1.272 -1.947 0.171
N 2.170 -0.931 -3.173 -0.212
C 1.351 1.697 -4.609 0.030
C 2.506 2.287 -5.099 -0.196
C 2.851 3.576 -4.703 -0.182
C 2.072 4.273 -3.796 -0.142
C 0.909 3.683 -3.307 -0.112
C 0.548 2.413 -3.735 -0.217
C 0.070 4.321 -2.298 0.470
N 0.280 5.341 -1.541 -0.265
N -0.810 5.436 -0.689 -0.264
C -1.601 4.469 -0.993 0.431
O -1.114 3.712 -2.010 -0.444
C -2.823 3.994 -0.350 -0.032
C -3.259 4.521 0.862 -0.177
C -4.339 3.939 1.508 -0.190
C -4.945 2.800 0.987 -0.181
C -4.513 2.274 -0.225 -0.060
C -5.040 0.962 -0.750 -0.235
N -4.044 -0.110 -0.512 -0.129
C -2.727 -0.054 -0.606 0.222
N -2.201 -1.211 -0.189 -0.625
C -3.303 -1.957 0.152 0.182
N -4.421 -1.317 -0.044 -0.204
C -3.490 2.912 -0.913 -0.220
H -0.029 0.177 -5.337 0.233
H 1.679 -0.216 -5.586 0.256
H -0.970 -0.287 -2.876 0.225
H 2.638 -1.692 -1.283 0.234
H 3.147 1.743 -5.782 0.232
H 3.750 4.031 -5.096 0.240
H 2.353 5.264 -3.465 0.248
H -0.369 1.978 -3.361 0.201
H -2.749 5.374 1.289 0.254
H -4.695 4.357 2.439 0.242
H -5.756 2.325 1.526 0.233
H -5.255 0.993 -1.818 0.241
H -5.934 0.637 -0.225 0.260
H -2.166 0.819 -0.896 0.255
H -3.251 -2.965 0.526 0.241
H -3.184 2.548 -1.887 0.220
```

Net charge   +2
Spin multiplicity   3
Energy relative to the best compared isomer or geometry (same formula, charge and spin)   0.0000 eV
Orbital gap (spin up / spin down)   6.547 / 6.229 eV
HOMO (spin up / spin down)   -12.83 / -12.88 eV

Record 2
Below is a molecular structure, C39H31BrN2NiO5Te at a distorted geometry, with properties calculated with ωB97M-V/def2-TZVPD.

Geometry as XYZ:
```
80
Properties=species:S:1:pos:R:3:lowdin_charge:R:1
Ni -0.649 -1.500 0.439 0.380
O 1.189 -2.339 -1.583 -0.041
C 2.060 -1.282 -1.906 -0.334
C 1.649 0.044 -1.117 -0.583
O 2.463 0.969 -1.136 0.003
O 0.469 0.059 -0.649 -0.112
C 1.974 -1.002 -3.409 -0.124
C 1.907 -2.099 -4.268 -0.018
C 1.859 -1.924 -5.640 -0.100
C 1.858 -0.645 -6.181 -0.124
C 1.902 0.450 -5.334 -0.093
C 1.962 0.276 -3.957 -0.015
C 3.469 -1.715 -1.569 -0.121
C 4.570 -0.990 -2.019 -0.018
C 5.856 -1.407 -1.716 -0.097
C 6.066 -2.554 -0.963 -0.123
C 4.973 -3.283 -0.520 -0.097
C 3.685 -2.865 -0.817 -0.011
H 0.276 -2.035 -1.724 0.086
H 1.901 -3.094 -3.842 0.119
H 1.828 -2.786 -6.297 0.090
H 1.814 -0.508 -7.256 0.085
H 1.889 1.451 -5.750 0.092
H 2.008 1.137 -3.302 0.110
H 4.419 -0.093 -2.604 0.113
H 6.704 -0.833 -2.071 0.090
H 7.073 -2.874 -0.720 0.085
H 5.112 -4.176 0.078 0.093
H 2.833 -3.430 -0.467 0.114
C -3.210 -0.109 1.837 -0.188
N -2.643 -1.176 1.030 -0.011
C -3.370 -2.212 0.804 -0.107
C -2.823 -3.302 0.071 -0.334
C -3.361 -4.528 -0.348 -0.108
C -2.315 -5.218 -0.960 -0.153
C -1.195 -4.375 -0.885 -0.198
N -1.498 -3.224 -0.274 -0.003
C -4.340 0.618 1.153 -0.231
C -4.258 0.914 -0.207 -0.038
C -5.277 1.606 -0.841 -0.089
C -6.398 2.018 -0.131 -0.122
C -6.482 1.739 1.224 -0.117
C -5.462 1.042 1.858 -0.066
H -2.405 0.608 2.028 0.043
H -3.549 -0.487 2.809 0.121
H -4.394 -2.282 1.189 0.128
H -4.381 -4.867 -0.227 0.073
H -2.341 -6.209 -1.390 0.061
H -0.195 -4.574 -1.242 0.084
H -3.375 0.604 -0.751 0.113
H -5.197 1.830 -1.898 0.096
H -7.196 2.555 -0.631 0.086
H -7.347 2.062 1.793 0.088
H -5.539 0.840 2.921 0.105
Br 2.662 -2.580 3.312 0.753
C 3.177 -0.834 2.753 -0.589
C 4.538 -0.595 2.658 -0.159
C 4.993 0.668 2.325 -0.104
C 4.086 1.697 2.131 -0.085
C 2.732 1.455 2.255 -0.034
C 2.240 0.182 2.542 -0.146
C 0.734 -0.015 2.538 -0.644
O 0.037 1.000 2.855 -0.231
O 0.282 -1.156 2.266 -0.104
H 5.234 -1.402 2.837 0.083
H 6.058 0.847 2.233 0.091
H 4.434 2.688 1.870 0.097
H 2.012 2.244 2.093 0.053
Te -0.678 2.604 0.947 1.201
C -1.653 4.084 2.134 -0.599
C -3.048 4.074 2.254 -0.153
C -3.734 5.103 2.878 -0.112
C -3.042 6.178 3.425 -0.128
C -1.655 6.200 3.334 -0.124
C -0.977 5.167 2.704 -0.166
H -3.602 3.247 1.826 0.070
H -4.818 5.083 2.917 0.092
H -3.578 6.985 3.912 0.084
H -1.109 7.048 3.735 0.088
H 0.105 5.206 2.636 0.083
```

Net charge   -2
Spin multiplicity   3
Energy relative to the best compared isomer or geometry (same formula, charge and spin)   2.6802 eV
Orbital gap (spin up / spin down)   5.710 / 4.724 eV
HOMO (spin up / spin down)   -1.49 / -0.59 eV

Record 3
Below is a molecular structure, C39H31Cl5N7O6S2Tc at a distorted geometry, with properties calculated with ωB97M-V/def2-TZVPD.

Geometry as XYZ:
```
91
Properties=species:S:1:pos:R:3:lowdin_charge:R:1
Tc 13.237 18.610 19.513 1.608
Cl 8.406 17.129 24.476 0.751
C 9.323 17.112 23.074 -0.730
C 10.641 17.520 23.159 -0.706
Cl 11.392 17.876 24.668 0.725
C 11.313 17.661 21.970 -0.492
Cl 13.061 18.125 22.059 0.774
C 10.828 17.551 20.697 -0.436
O 11.524 17.666 19.575 -0.270
C 9.458 17.131 20.649 -0.620
Cl 8.660 16.982 19.158 0.771
C 8.745 16.925 21.784 -0.693
Cl 7.125 16.380 21.782 0.728
C 12.614 26.786 18.401 -0.039
C 12.295 25.367 18.746 -0.270
C 11.872 24.394 17.851 -0.029
C 11.530 23.125 18.235 -0.054
C 11.626 22.759 19.579 -0.314
C 11.995 23.734 20.532 -0.032
C 12.290 25.032 20.081 -0.025
S 11.417 21.156 20.188 0.569
O 11.342 21.168 21.623 -0.280
O 10.429 20.471 19.422 -0.270
N 12.899 20.552 19.830 -0.339
C 14.035 21.368 20.312 -0.132
C 15.295 20.497 20.191 -0.571
O 16.414 20.941 20.346 0.093
O 15.046 19.218 19.960 -0.232
H 13.544 27.030 18.923 0.089
H 11.802 27.451 18.772 0.104
H 12.683 27.007 17.333 0.082
H 11.707 24.664 16.813 0.122
H 11.177 22.409 17.510 0.107
H 12.083 23.408 21.579 0.122
H 12.462 25.799 20.809 0.119
H 13.830 21.537 21.366 0.126
H 14.195 22.347 19.811 0.143
C 14.255 10.298 8.648 -0.052
O 13.550 10.223 9.881 -0.062
C 13.482 11.244 10.703 -0.320
C 13.063 10.890 12.002 0.034
C 13.021 11.901 12.961 -0.018
C 13.412 13.214 12.675 -0.200
C 13.832 13.539 11.416 0.003
C 13.847 12.545 10.402 0.019
C 13.506 14.173 13.733 -0.214
N 13.152 15.452 13.730 0.211
C 13.418 15.902 14.988 -0.178
C 13.914 14.915 15.812 -0.144
N 13.928 13.802 15.030 0.201
C 14.151 15.126 17.183 -0.098
C 14.641 14.185 18.057 0.019
C 14.811 14.478 19.384 0.004
C 14.514 15.788 19.813 -0.065
N 13.992 16.705 18.991 -0.026
C 13.824 16.404 17.704 -0.168
C 13.367 17.466 16.840 -0.152
N 13.043 18.629 17.395 0.009
C 12.726 19.675 16.605 -0.050
C 12.526 19.510 15.248 -0.007
C 12.791 18.286 14.687 0.044
C 13.181 17.214 15.463 -0.058
H 14.233 9.317 8.245 0.080
H 15.336 10.607 8.785 0.124
H 13.745 10.944 7.953 0.088
H 12.925 9.863 12.321 0.124
H 12.763 11.658 13.971 0.104
H 14.075 14.546 11.231 0.106
H 14.154 12.755 9.357 0.120
H 14.328 12.934 15.262 0.146
H 14.883 13.198 17.763 0.119
H 15.228 13.781 20.080 0.115
H 14.647 16.044 20.841 0.093
H 12.532 20.629 17.096 0.100
H 12.242 20.317 14.576 0.127
H 12.693 18.249 13.640 0.120
C 17.901 20.052 16.553 -0.043
N 18.386 18.989 17.391 -0.158
C 19.309 19.317 18.496 -0.085
C 19.745 17.920 18.929 -0.126
N 18.717 17.066 18.341 0.018
C 18.014 17.738 17.419 -0.875
S 16.953 16.963 16.366 0.628
H 18.740 20.590 16.207 0.075
H 17.205 20.754 17.122 0.117
H 17.393 19.690 15.695 0.048
H 18.694 19.901 19.211 0.123
H 20.110 19.953 18.125 0.125
H 19.793 17.828 20.029 0.125
H 20.738 17.700 18.576 0.111
H 18.663 16.063 18.349 0.124
```

Net charge   +1
Spin multiplicity   4
Orbital gap (spin up / spin down)   6.813 / 5.858 eV
HOMO (spin up / spin down)   -10.20 / -10.19 eV

Record 4
Below is a molecular structure, C39H31Cl5P2SrTe, with properties calculated with ωB97M-V/def2-TZVPD.

Geometry as XYZ:
```
79
Properties=species:S:1:pos:R:3:lowdin_charge:R:1
Sr -1.072 0.073 0.103 0.802
C 2.987 -2.295 1.126 -0.287
C 3.013 -0.767 1.032 -0.348
P 2.189 -0.056 -0.461 1.013
C 3.155 -0.836 -1.804 -0.383
C 4.541 -0.722 -1.884 -0.081
C 5.238 -1.347 -2.905 -0.074
C 4.556 -2.087 -3.863 -0.080
C 3.176 -2.200 -3.800 -0.078
C 2.481 -1.576 -2.772 -0.102
C 2.893 1.627 -0.490 -0.391
C 2.787 2.355 -1.674 -0.118
C 3.259 3.655 -1.748 -0.084
C 3.839 4.249 -0.635 -0.090
C 3.947 3.532 0.547 -0.083
C 3.477 2.228 0.621 -0.094
C 1.734 -2.909 1.750 -0.342
P 0.166 -2.780 0.787 0.993
C -0.924 -3.875 1.751 -0.376
C -1.659 -3.302 2.787 -0.125
C -2.516 -4.079 3.552 -0.075
C -2.650 -5.433 3.281 -0.082
C -1.924 -6.010 2.247 -0.081
C -1.063 -5.236 1.485 -0.082
C 0.504 -3.730 -0.728 -0.387
C -0.342 -3.487 -1.807 -0.120
C -0.179 -4.163 -3.006 -0.073
C 0.855 -5.077 -3.146 -0.082
C 1.712 -5.322 -2.081 -0.070
C 1.533 -4.658 -0.875 -0.093
H 3.830 -2.595 1.754 0.115
H 3.179 -2.733 0.144 0.085
H 4.053 -0.433 1.007 0.081
H 2.554 -0.329 1.922 0.047
H 5.077 -0.126 -1.153 0.111
H 6.315 -1.249 -2.959 0.105
H 5.103 -2.571 -4.662 0.103
H 2.638 -2.772 -4.544 0.102
H 1.403 -1.673 -2.721 0.082
H 2.330 1.903 -2.549 0.107
H 3.162 4.208 -2.674 0.107
H 4.193 5.270 -0.685 0.108
H 4.384 3.994 1.424 0.109
H 3.559 1.699 1.561 0.100
H 1.523 -2.430 2.711 0.085
H 1.899 -3.967 1.969 0.085
H -1.594 -2.237 2.980 0.070
H -3.094 -3.619 4.342 0.110
H -3.328 -6.039 3.869 0.104
H -2.033 -7.065 2.030 0.103
H -0.511 -5.689 0.671 0.099
H -1.151 -2.770 -1.708 0.072
H -0.857 -3.971 -3.828 0.104
H 0.995 -5.600 -4.084 0.106
H 2.520 -6.033 -2.187 0.107
H 2.203 -4.872 -0.053 0.103
Cl -0.633 2.878 -1.067 0.587
C 0.100 3.102 0.558 -0.689
C 0.103 2.005 1.389 -0.333
C 0.712 2.207 2.610 -0.726
Cl 0.747 0.861 3.741 0.634
C 1.296 3.415 2.987 -0.719
Cl 2.097 3.591 4.504 0.672
C 1.236 4.498 2.107 -0.717
Cl 1.936 6.010 2.541 0.683
C 0.622 4.350 0.862 -0.715
Cl 0.525 5.677 -0.231 0.691
Te -3.954 -0.387 1.314 0.591
C -3.705 -1.590 -0.423 -0.768
C -3.534 -1.005 -1.685 -0.232
C -3.472 -1.776 -2.846 -0.104
C -3.589 -3.153 -2.769 -0.121
C -3.726 -3.754 -1.520 -0.092
C -3.765 -2.990 -0.366 -0.160
H -3.545 0.080 -1.772 0.080
H -3.370 -1.289 -3.808 0.105
H -3.576 -3.757 -3.666 0.101
H -3.798 -4.833 -1.447 0.108
H -3.874 -3.473 0.597 0.089
```

Net charge   0
Spin multiplicity   1
Energy relative to the best compared isomer or geometry (same formula, charge and spin)   0.0000 eV
Orbital gap   7.003 eV
HOMO   -6.94 eV

Record 5
Below is a molecular structure, C39H31I2N5OP2Se2V at a distorted geometry, with properties calculated with ωB97M-V/def2-TZVPD.

Geometry as XYZ:
```
83
Properties=species:S:1:pos:R:3:lowdin_charge:R:1
V -0.356 0.869 -2.258 0.500
I 2.439 5.733 -7.435 0.816
C 1.907 4.117 -6.190 -0.730
C 1.939 2.819 -6.675 -0.227
C 1.562 1.796 -5.831 -0.615
I 1.526 -0.194 -6.503 0.897
C 1.154 2.005 -4.496 -0.418
O 0.792 0.994 -3.751 -0.311
C 1.162 3.341 -4.032 -0.154
C 0.861 3.622 -2.584 -0.132
N -0.386 2.997 -2.111 -0.131
C -1.581 3.519 -2.793 -0.106
C -2.130 2.479 -3.727 -0.231
C -2.820 2.802 -4.877 -0.006
C -3.393 1.793 -5.641 -0.039
C -3.263 0.489 -5.194 -0.043
C -2.540 0.239 -4.044 -0.106
N -1.938 1.202 -3.325 -0.023
C 1.523 4.374 -4.886 -0.127
H 2.255 2.607 -7.687 0.083
H 1.674 3.230 -1.965 0.136
H 0.826 4.708 -2.440 0.124
H -0.479 3.174 -1.114 0.080
H -2.352 3.735 -2.049 0.141
H -1.365 4.445 -3.331 0.129
H -2.915 3.841 -5.164 0.120
H -3.933 2.022 -6.549 0.112
H -3.710 -0.337 -5.727 0.110
H -2.417 -0.770 -3.677 0.068
H 1.506 5.393 -4.520 0.096
Se -2.473 -1.528 3.680 0.341
P -0.702 -0.412 3.494 0.547
C -0.632 1.081 4.523 -0.363
C 0.436 1.971 4.437 -0.117
C 0.516 3.035 5.320 -0.078
C -0.469 3.219 6.281 -0.081
C -1.555 2.359 6.337 -0.073
C -1.636 1.287 5.459 -0.097
C 0.742 -1.412 3.999 -0.331
C 1.700 -0.979 4.911 -0.070
C 2.696 -1.848 5.334 -0.075
C 2.739 -3.151 4.860 -0.079
C 1.772 -3.594 3.970 -0.070
C 0.774 -2.731 3.554 -0.125
C -0.521 0.236 1.812 -0.391
C -0.408 -0.293 0.513 -0.384
N -0.696 0.743 -0.331 -0.171
N -0.942 1.820 0.408 -0.042
N -0.831 1.543 1.673 0.021
P -0.046 -1.875 -0.251 0.666
Se -0.053 -1.675 -2.388 0.526
C -1.336 -3.021 0.299 -0.359
C -2.633 -2.567 0.063 -0.116
C -3.716 -3.337 0.444 -0.079
C -3.507 -4.569 1.048 -0.074
C -2.218 -5.036 1.250 -0.071
C -1.127 -4.265 0.878 -0.100
C 1.621 -2.419 0.202 -0.362
C 2.545 -1.553 0.773 -0.079
C 3.873 -1.934 0.877 -0.068
C 4.284 -3.174 0.412 -0.072
C 3.362 -4.040 -0.164 -0.068
C 2.036 -3.661 -0.278 -0.112
H 1.197 1.838 3.678 0.110
H 1.352 3.721 5.260 0.104
H -0.386 4.034 6.989 0.103
H -2.339 2.515 7.065 0.104
H -2.475 0.605 5.494 0.050
H 1.672 0.028 5.302 0.092
H 3.437 -1.505 6.045 0.105
H 3.518 -3.825 5.194 0.104
H 1.791 -4.612 3.600 0.107
H -0.014 -3.078 2.901 0.055
H -2.784 -1.599 -0.401 0.108
H -4.720 -2.968 0.281 0.110
H -4.352 -5.162 1.372 0.107
H -2.058 -6.004 1.706 0.108
H -0.124 -4.633 1.061 0.096
H 2.229 -0.585 1.143 0.104
H 4.593 -1.253 1.314 0.108
H 5.323 -3.467 0.489 0.105
H 3.681 -4.999 -0.550 0.108
H 1.319 -4.313 -0.763 0.106
```

Net charge   0
Spin multiplicity   2
Orbital gap (spin up / spin down)   6.342 / 5.706 eV
HOMO (spin up / spin down)   -6.23 / -5.64 eV